[1]
{
  "formula": "C22H12BrCl2N3O3Sc",
  "method": "ωB97M-V/def2-TZVPD",
  "symbols": ["Sc", "Br", "C", "C", "C", "C", "C", "C", "N", "N", "C", "C", "C", "C", "O", "C", "N", "C", "C", "C", "C", "H", "H", "H", "H", "H", "H", "H", "H", "H", "Cl", "C", "C", "C", "Cl", "C", "O", "C", "C", "O", "C", "H", "H", "H"],
  "coordinates": [[-0.006, -2.329, -0.808], [0.206, 2.881, 5.037], [1.183, 3.271, 3.468], [0.802, 4.343, 2.675], [1.527, 4.624, 1.529], [2.586, 3.807, 1.155], [2.987, 2.760, 1.977], [2.285, 2.496, 3.142], [3.285, 4.183, -0.044], [3.560, 3.363, -0.925], [3.119, 1.995, -0.842], [4.055, 0.998, -0.836], [3.689, -0.364, -0.786], [2.368, -0.713, -0.788], [1.891, -1.979, -0.743], [1.389, 0.310, -0.860], [0.087, -0.117, -0.894], [-0.881, 0.780, -0.995], [-0.619, 2.151, -1.080], [0.679, 2.592, -1.037], [1.736, 1.668, -0.904], [-0.036, 4.962, 2.961], [1.278, 5.479, 0.913], [3.854, 2.165, 1.727], [2.597, 1.695, 3.798], [5.102, 1.270, -0.844], [4.448, -1.134, -0.754], [-1.893, 0.392, -1.024], [-1.442, 2.843, -1.183], [0.896, 3.649, -1.121], [-6.485, -5.952, -0.809], [-5.130, -4.889, -0.874], [-5.340, -3.533, -1.168], [-4.288, -2.652, -1.230], [-4.569, -0.991, -1.593], [-2.965, -3.080, -1.000], [-1.969, -2.229, -1.070], [-2.773, -4.453, -0.698], [-1.485, -4.976, -0.434], [-0.412, -4.325, -0.423], [-3.867, -5.348, -0.641], [-6.345, -3.176, -1.349], [-1.411, -6.046, -0.217], [-3.696, -6.391, -0.409]],
  "forces_ev_per_angstrom": [[0.3, -0.2, 0.0], [0.0, 0.0, 0.0], [0.0, 0.0, 0.0], [0.0, 0.0, 0.0], [0.0, 0.0, 0.0], [0.0, 0.0, 0.0], [0.0, 0.0, 0.0], [0.0, 0.0, 0.0], [0.0, 0.0, 0.0], [0.0, 0.0, 0.0], [0.0, 0.0, 0.0], [0.0, 0.0, 0.0], [0.0, 0.0, 0.0], [0.0, -0.1, 0.0], [-0.1, 0.2, -0.1], [0.1, 0.0, 0.0], [-0.1, 0.0, 0.0], [0.0, 0.0, 0.0], [0.0, 0.0, 0.0], [0.0, 0.0, 0.0], [0.0, 0.0, 0.0], [0.0, 0.0, 0.0], [0.0, 0.0, 0.0], [0.0, 0.0, 0.0], [0.0, 0.0, 0.0], [0.0, 0.0, 0.0], [0.0, 0.0, 0.0], [0.0, 0.0, 0.0], [0.0, 0.0, 0.0], [0.0, 0.0, 0.0], [0.0, 0.0, 0.0], [0.0, 0.0, 0.0], [0.0, 0.0, 0.0], [0.1, 0.0, 0.0], [0.0, 0.0, 0.0], [0.0, 0.2, 0.0], [-0.2, -0.1, 0.0], [-0.1, 0.0, 0.0], [0.0, -0.1, 0.0], [0.1, 0.1, 0.0], [0.0, 0.0, 0.0], [0.0, 0.0, 0.0], [0.0, 0.0, 0.0], [0.0, 0.0, 0.0]],
  "nbo_charge": [2.1362, 0.0873, -0.0849, -0.2273, -0.2228, 0.1086, -0.2401, -0.2202, -0.0948, -0.1042, 0.0634, -0.1915, -0.2203, 0.2876, -0.8428, 0.1076, -0.6093, 0.1082, -0.2595, -0.0913, -0.0340, 0.2398, 0.2361, 0.2318, 0.2358, 0.2438, 0.2438, 0.2315, 0.2446, 0.2420, 0.0611, -0.0793, -0.1362, -0.1341, 0.0522, 0.4732, -0.8538, -0.2997, 0.4747, -0.7200, -0.1275, 0.2593, 0.1827, 0.2423],
  "molar_mass_g_mol": 562.12,
  "relative_energy_kj_mol": 0.0,
  "e_lumo_ev": -4.61,
  "total_charge": 1,
  "gap_ev": 6.2569
}

[2]
{
  "formula": "C3H6N4O",
  "method": "ωB97M-V/def2-TZVPD",
  "symbols": ["O", "N", "C", "C", "N", "N", "C", "N", "H", "H", "H", "H", "H", "H"],
  "coordinates": [[-2.892, 0.456, -0.284], [-2.107, -0.640, -0.027], [-0.900, -0.349, 0.210], [0.172, -1.321, 0.398], [1.221, -0.838, -0.494], [1.730, 0.387, -0.139], [0.765, 1.304, 0.141], [-0.523, 1.022, 0.244], [-2.261, 1.204, -0.256], [-0.188, -2.267, 0.065], [0.528, -1.291, 1.497], [0.646, -0.596, -1.472], [2.845, 0.574, -0.204], [0.964, 2.355, 0.321]],
  "forces_ev_per_angstrom": [[-0.2, -0.1, -0.1], [-0.5, -0.6, -0.1], [-0.3, 1.8, 0.4], [0.5, 0.9, 1.9], [-0.6, -0.7, -4.2], [2.5, 1.8, 0.6], [-1.8, 0.1, 0.6], [2.2, -0.2, -0.3], [-0.3, 0.2, 0.1], [0.2, -0.9, 0.1], [-0.3, -0.4, -1.8], [1.9, -1.2, 2.8], [-4.0, -0.6, 0.2], [0.8, -0.1, -0.1]],
  "nbo_charge": [-0.5509, -0.1140, 0.2486, -0.2838, -0.4201, -0.4552, 0.2900, -0.6041, 0.4722, 0.2393, 0.2136, 0.3362, 0.4268, 0.2015],
  "molar_mass_g_mol": 114.11,
  "relative_energy_kj_mol": 415.3,
  "e_lumo_ev": 0.55,
  "smiles": "O/N=C1/CNNC=N1",
  "gap_ev": 9.2275
}

[3]
{
  "formula": "C23H22ClNPRuS",
  "method": "ωB97M-V/def2-TZVPD",
  "symbols": ["Ru", "Cl", "P", "C", "C", "C", "C", "C", "C", "C", "C", "C", "C", "C", "C", "C", "C", "C", "C", "C", "C", "H", "H", "H", "H", "H", "H", "H", "H", "H", "H", "H", "H", "H", "H", "H", "H", "H", "S", "C", "N", "C", "C", "C", "C", "H", "H", "H", "H", "H"],
  "coordinates": [[0.429, -0.547, 1.635], [0.664, 1.332, 2.866], [-0.128, 0.409, -0.226], [-1.482, -0.390, -1.131], [-1.230, -1.159, -2.271], [-2.304, -1.745, -2.946], [-3.610, -1.542, -2.499], [-3.846, -0.835, -1.315], [-2.778, -0.289, -0.599], [-0.367, 2.182, -0.629], [0.538, 3.129, -0.117], [0.402, 4.467, -0.480], [-0.591, 4.883, -1.370], [-1.508, 3.952, -1.852], [-1.399, 2.611, -1.479], [1.427, 0.072, -1.137], [2.463, -0.455, -0.366], [3.689, -0.744, -0.963], [3.878, -0.423, -2.306], [2.858, 0.179, -3.053], [1.612, 0.436, -2.474], [1.327, 2.785, 0.573], [1.099, 5.192, -0.064], [-0.659, 5.920, -1.677], [-2.321, 4.260, -2.515], [-2.136, 1.890, -1.851], [-0.199, -1.326, -2.587], [-2.104, -2.372, -3.816], [-4.450, -1.959, -3.059], [-4.857, -0.720, -0.930], [-2.921, 0.205, 0.369], [2.255, -0.623, 0.724], [4.470, -1.204, -0.354], [4.844, -0.634, -2.765], [3.032, 0.461, -4.094], [0.813, 0.928, -3.032], [-0.049, -3.626, -1.679], [0.667, -3.437, -1.553], [-0.110, -2.740, 1.328], [0.112, -2.268, 2.976], [-0.991, -2.200, 3.845], [-0.879, -1.810, 5.142], [0.336, -1.393, 5.647], [1.450, -1.366, 4.817], [1.332, -1.778, 3.481], [-1.926, -2.263, 3.445], [-1.811, -1.741, 5.695], [0.386, -1.044, 6.682], [2.411, -0.991, 5.185], [2.161, -1.666, 2.781]],
  "forces_ev_per_angstrom": [[-0.6, 0.4, 2.1], [0.1, 0.4, 0.6], [-1.1, 1.1, -4.2], [0.1, -0.3, 0.1], [-0.3, 0.1, 0.1], [0.2, 0.0, 0.0], [0.1, 0.0, 0.1], [0.2, 0.1, 0.2], [0.1, -0.1, -0.3], [-0.5, -0.9, -0.3], [1.0, 1.7, 0.4], [1.1, -0.7, 0.9], [0.7, 0.6, 0.5], [-1.2, -2.2, -0.3], [-0.9, 0.8, -0.9], [-0.5, 0.9, 0.0], [-0.1, 0.0, -0.2], [-0.2, -0.1, 0.7], [-0.1, 0.0, -0.1], [-0.2, 0.1, -0.1], [0.7, -0.1, -0.1], [-0.4, 0.4, -0.4], [-0.2, -0.1, -0.1], [0.1, 0.0, 0.1], [0.3, -0.1, 0.2], [0.4, 0.3, 0.1], [-0.5, 0.1, -0.1], [-0.1, 0.2, 0.2], [0.3, 0.1, 0.2], [0.2, -0.1, -0.1], [-0.2, -0.1, -0.4], [1.0, -0.1, -0.9], [-0.1, 0.2, -0.4], [-0.3, 0.1, 0.1], [0.0, -0.1, 0.3], [0.3, -0.2, 0.1], [0.3, 0.0, 0.1], [-0.2, -0.1, -0.1], [-0.1, -0.6, 0.1], [-0.9, 0.1, 1.1], [0.5, -0.1, -0.5], [0.4, 0.7, 0.1], [-1.0, -0.2, 0.6], [0.7, 0.0, -0.9], [0.7, -0.6, 1.3], [0.3, -0.4, 0.0], [0.2, -0.2, 0.0], [0.0, -0.2, -0.4], [-0.4, -0.1, -0.2], [0.2, -0.8, 0.6]],
  "nbo_charge": [0.5773, -0.3791, 0.9481, -0.4173, -0.1433, -0.1960, -0.1686, -0.1945, -0.2098, 0.0092, -0.1393, -0.2248, 0.0207, -0.1038, -0.2715, -0.2535, -0.1894, -0.1774, -0.1487, -0.1803, -0.2250, 0.2600, 0.2627, 0.2558, 0.2597, 0.2659, 0.2247, 0.2420, 0.2468, 0.2421, 0.2221, 0.1623, 0.2477, 0.2524, 0.2490, 0.2343, 0.0105, -0.0077, 0.0805, -0.0491, -0.5089, 0.0920, -0.2434, -0.1276, -0.2714, 0.4418, 0.2490, 0.2667, 0.2592, 0.2479],
  "s2": 8.807,
  "molar_mass_g_mol": 512.00,
  "relative_energy_kj_mol": 90.8,
  "e_lumo_ev": [-6.44, -10.69],
  "spin_multiplicity": 6,
  "total_charge": 2,
  "gap_ev": [5.7026, 4.1068]
}

Q: What is the formula in the first record?
A: C22H12BrCl2N3O3Sc